Below is a 2-piece molecular cluster, C2H5FN2O3 overall at a distorted geometry, with properties calculated with the ωB97M-V functional and the def2-TZVPD basis.

Last column: Mulliken charge in e.
Positions of all 13 atoms, in Å:
C  1.3313  -0.7248  0.3151  -0.045
C  1.0812  0.3381  -0.8146  0.192
N  -2.0659  -1.0420  0.3942  -0.610
N  0.4235  1.6100  -0.3338  0.951
O  -0.7633  1.5940  -0.4466  -0.568
O  1.1095  2.4778  0.1121  -0.533
O  0.7544  -1.7562  0.4280  -0.356
F  2.1812  0.7716  -1.3927  -0.269
H  0.4518  -0.1927  -1.5885  0.289
H  2.0951  -0.3574  1.0592  0.320
H  -3.1151  -1.0707  0.4310  0.230
H  -1.7691  -1.5626  1.2181  0.212
H  -1.7145  -0.0850  0.6184  0.187

Values from the calculation:
SMILES ... O=C[C@H](F)[N+](=O)[O-].N
ΔE to the lowest compared entry with this formula, charge and spin ... 57.58 kJ/mol
LUMO ... -0.58 eV
Orbital gap ... 9.5206 eV
E_HOMO ... -10.11 eV